No. 1
N2O4 | the ωB97M-V functional and the def2-TZVPD basis

Cartesian coordinates (Å):
O1 2.23459 0.44031 0.02911
O2 0.70398 -1.13178 -0.05302
O3 -2.38845 -0.19098 0.02555
O4 -0.52146 0.96889 -0.01709
N1 1.18870 -0.07346 -0.00185
N2 -1.21736 -0.01299 0.01730

Values from the calculation:
Gap between HOMO and LUMO (spin up / spin down) = 0.287 / 0.338 Eh
Charge = 0
Highest occupied orbital energy (spin up / spin down) = -9.35 / -10.08 eV
Energy relative to the best compared isomer or geometry (same formula, charge and spin) = 135.0 kJ/mol
F_max = 2.15 eV/Å


No. 2
C16H26AlF5O4P | the ωB97M-V functional and the def2-TZVPD basis

Cartesian coordinates (Å):
P1 1.59911 1.35404 -0.18603
Al1 1.81272 -6.52570 3.70635
F1 2.68735 -5.20759 4.32579
F2 0.83761 -3.02784 2.91124
F3 2.13465 -7.90718 4.64476
F4 2.28460 -6.80833 2.09292
F5 0.14367 -6.18086 3.74448
O1 -2.51441 -1.11673 -2.34599
O2 -0.92663 -1.77174 -0.85965
O3 -2.11800 5.17229 -2.08368
O4 -2.38200 3.11715 -2.98554
C1 0.84495 -1.84572 0.90160
C2 3.07830 0.57774 0.62563
C3 -1.25401 -3.00722 1.88472
C4 -1.55651 -0.84367 -1.63128
C5 -0.09668 -1.03884 0.04894
C6 3.21165 1.14893 2.03831
C7 -4.00225 3.91138 -1.37429
C8 -1.53474 1.92168 0.61004
C9 2.31351 2.07224 -1.73065
C10 -1.00530 2.74159 -2.83865
C11 0.23530 -3.04267 1.65458
C12 -0.85475 0.55032 -1.46140
C13 -2.73852 4.13726 -2.16389
C14 -0.83103 1.22742 -2.83568
C15 -1.82358 1.31846 -0.57659
C16 0.45645 0.04433 -0.85527
H1 2.34552 0.95281 2.66053
H2 -0.45649 3.13647 -3.69174
H3 0.98322 -0.42183 -1.69471
H4 2.59226 1.28278 -2.43284
H5 1.30495 -1.19109 1.63179
H6 -1.65709 2.98589 0.77822
H7 1.64657 -2.23089 0.27084
H8 -0.74401 -0.53822 0.76995
H9 -4.55059 4.84386 -1.36672
H10 3.09394 -0.50547 0.60135
H11 -1.66325 -2.00812 1.98848
H12 -0.53072 3.17621 -1.96428
H13 0.11044 1.00306 -3.33113
H14 3.21469 2.63428 -1.51114
H15 3.95996 0.90221 0.07511
H16 -3.76852 3.64523 -0.34866
H17 -1.19507 1.34695 1.46149
H18 -1.52014 -3.64933 2.71361
H19 -2.83775 1.36515 -0.95776
H20 4.13726 0.83018 2.50660
H21 -4.56481 3.11389 -1.84713
H22 3.27409 2.23113 1.93881
H23 0.56830 -3.96403 1.19054
H24 1.60589 2.71375 -2.24248
H25 -1.60968 0.81578 -3.47215
H26 -1.74040 -3.44135 1.01260

Values from the calculation:
Gap between HOMO and LUMO = 0.292 Eh
Charge = -1
Highest occupied orbital energy = -6.35 eV
F_max = 2.97 eV/Å


No. 3
C23H23N2 | the ωB97M-V functional and the def2-TZVPD basis

Cartesian coordinates (Å):
N1 -1.30193 0.18706 -0.58843
N2 1.00921 -0.45484 -0.09712
C1 -2.66914 0.04182 -0.09607
C2 -0.36113 -0.93519 -0.49849
C3 2.64905 0.69040 3.55004
C4 2.75272 0.23728 1.21332
C5 3.27888 -0.12195 -0.07127
C6 -1.66274 2.53468 -1.29380
C7 -0.96866 1.22165 -1.34965
C8 1.27770 0.38658 3.54666
C9 2.19454 -0.60321 -0.84173
C10 3.40958 0.58588 2.38395
C11 -4.51062 0.95039 1.22863
C12 -0.02808 1.06805 -2.47450
C13 -5.20524 -0.25866 1.09678
C14 3.70461 -1.18279 -2.60356
C15 -3.43730 -1.11242 -0.32739
C16 0.61502 0.00903 2.36965
C17 4.57709 -0.17858 -0.56775
C18 2.39322 -1.13175 -2.11982
C19 1.35220 -0.00789 1.19160
C20 -4.66081 -1.29425 0.32861
C21 4.78628 -0.71930 -1.83879
C22 -3.23546 1.08312 0.65460
C23 -0.79124 -2.04111 0.43835
H1 5.79883 -0.80831 -2.23367
H2 0.09719 -2.46950 0.91571
H3 -1.45097 -1.69245 1.24038
H4 4.48623 0.75913 2.36417
H5 -6.16928 -0.39667 1.58321
H6 1.55401 -1.44328 -2.75005
H7 -4.93202 1.76981 1.82203
H8 -1.27753 -2.83734 -0.13926
H9 -2.67941 2.01058 0.79886
H10 -3.06142 -1.88386 -1.00524
H11 -0.27327 -1.34694 -1.51504
H12 -1.21133 3.10903 -2.11529
H13 3.11854 0.98765 4.48735
H14 -0.44009 -0.26071 2.36862
H15 -0.51222 0.63002 -3.35816
H16 -1.47422 3.11673 -0.37513
H17 5.39272 0.17580 0.05862
H18 -5.18226 -2.25075 0.26946
H19 0.69989 0.44204 4.46877
H20 3.88493 -1.58797 -3.59681
H21 0.35738 2.05343 -2.74674
H22 0.85598 0.47385 -2.29859
H23 -2.74941 2.49571 -1.47704

Values from the calculation:
Gap between HOMO and LUMO = 0.239 Eh
Charge = +1
Highest occupied orbital energy = -10.81 eV
Energy relative to the best compared isomer or geometry (same formula, charge and spin) = 81.1 kJ/mol
F_max = 2.57 eV/Å


No. 4
C23H26ClIrN2O3PS3 | the ωB97M-V functional and the def2-TZVPD basis

Cartesian coordinates (Å):
Ir1 -0.30610 -0.49827 1.04652
Cl1 -1.55260 -2.24733 -0.73136
S1 -0.40329 -2.45335 2.54000
S2 -1.83777 1.19921 0.16388
S3 -0.13975 -0.70468 3.66750
P1 1.21388 -0.74439 -0.81367
O1 -1.37579 -0.00817 3.26598
O2 0.04473 -0.94859 5.05337
O3 1.00953 -0.09626 2.93450
N1 -2.10298 2.76268 2.32767
N2 -3.84501 1.25094 1.94327
C1 -0.15188 -3.13616 -1.30122
C2 5.01678 -0.80832 0.55450
C3 0.61610 0.22255 -2.22299
C4 -2.64874 1.77583 1.61820
C5 2.16686 -3.21088 -1.83941
C6 -0.70164 3.18841 2.15855
C7 -0.30563 1.82646 -4.29858
C8 3.63987 -0.91810 0.44545
C9 5.74577 -0.21696 -0.46965
C10 2.01194 -4.53181 -2.24879
C11 -0.32506 -4.44640 -1.69263
C12 -0.35658 0.44643 -4.41383
C13 5.09796 0.26040 -1.60212
C14 0.76956 -5.14489 -2.17625
C15 0.10378 -0.35945 -3.37681
C16 1.08013 -2.48595 -1.35914
C17 3.71716 0.14638 -1.72056
C18 0.20814 2.41242 -3.14644
C19 -2.83169 3.54477 3.34024
C20 -4.28198 1.02552 3.33753
C21 0.66042 1.61394 -2.10857
C22 2.98851 -0.44782 -0.69548
C23 -4.65977 0.51679 0.96312
H1 -4.54178 0.92578 -0.03135
H2 -5.70363 0.61861 1.26251
H3 0.07553 -1.43911 -3.48154
H4 0.25411 3.49233 -3.06093
H5 -5.07371 1.70698 3.64124
H6 5.66554 0.72406 -2.39921
H7 -2.44828 4.56192 3.31033
H8 2.86776 -5.07757 -2.62576
H9 5.52005 -1.17626 1.44042
H10 -3.44380 1.08820 4.01710
H11 -1.30030 -4.91439 -1.62419
H12 0.64690 -6.17312 -2.49613
H13 6.82353 -0.13011 -0.38623
H14 -4.67108 0.00945 3.39385
H15 3.06608 -1.37529 1.24918
H16 3.22173 0.50469 -2.61495
H17 -4.39834 -0.54578 0.94671
H18 -0.61037 3.89358 1.33454
H19 -0.74926 -0.01107 -5.31500
H20 -0.05045 2.35145 1.97450
H21 -0.38452 3.66822 3.08105
H22 1.06349 2.07052 -1.20862
H23 -2.67894 3.15035 4.34368
H24 -0.66881 2.45009 -5.10701
H25 3.14304 -2.74046 -1.89719
H26 -3.88934 3.58197 3.11025

Values from the calculation:
Gap between HOMO and LUMO (spin up / spin down) = 0.300 / 0.216 Eh
Charge = +1
<S²> = 6.018
Highest occupied orbital energy (spin up / spin down) = -10.29 / -11.81 eV
Energy relative to the best compared isomer or geometry (same formula, charge and spin) = 27.3 kJ/mol
Spin multiplicity = 5
F_max = 0.87 eV/Å


No. 5
C2HBr2FO | the ωB97M-V functional and the def2-TZVPD basis

Cartesian coordinates (Å):
Br1 -1.18310 -1.97244 -0.74966
Br2 -0.94285 1.24946 -1.05558
F1 -1.42279 -0.19128 1.25841
O1 1.91648 1.29550 -0.48447
C1 -0.65151 -0.17998 0.17656
C2 2.04784 0.80441 0.55758
H1 0.23594 -1.00566 0.29716

Values from the calculation:
Gap between HOMO and LUMO = 0.378 Eh
Charge = 0
Highest occupied orbital energy = -10.24 eV
Energy relative to the best compared isomer or geometry (same formula, charge and spin) = 193.6 kJ/mol
F_max = 4.65 eV/Å